# 1
{"formula": "C2H3Li2NaO2", "method": "ωB97M-V/def2-TZVPD", "symbols": ["O", "C", "C", "O", "Na", "H", "H", "H", "Li", "Li"], "coordinates": [[0.68, 1.62, 2.38], [0.10, -1.57, -0.54], [-0.58, -0.41, -0.41], [0.03, 0.78, -0.42], [-1.00, 1.83, 1.46], [-0.44, -2.52, -0.50], [1.17, -1.62, -0.77], [-1.67, -0.40, -0.31], [1.41, 0.53, 1.04], [0.28, 1.76, -1.94]], "mulliken_spin": [1.0060, 0.0027, -0.0012, 0.0006, -0.0045, 0.0000, 0.0003, 0.0003, -0.0044, 0.0000], "lumo_energy_ha": [-0.1667, -0.1684], "e_tot_ev": -11038.0392, "gap_ev": [8.14, 8.06], "charge": 1, "e_above_lowest_kcal_mol": 0.0, "spin_multiplicity": 2, "e_homo_ev": [-12.680, -12.644]}



# 2
{"formula": "C26H36AuN6OSe", "method": "ωB97M-V/def2-TZVPD", "symbols": ["Au", "N", "C", "C", "C", "C", "C", "C", "C", "C", "N", "C", "H", "H", "H", "H", "H", "H", "H", "H", "C", "C", "C", "C", "N", "C", "Se", "N", "C", "C", "C", "C", "C", "C", "C", "C", "C", "C", "H", "H", "H", "H", "H", "H", "H", "H", "H", "H", "H", "H", "H", "H", "H", "H", "H", "H", "H", "H", "H", "H", "C", "N", "C", "N", "O", "H", "H", "H", "H", "H", "H"], "coordinates": [[1.38, -0.58, 1.84], [0.87, -1.56, 3.87], [1.61, -2.81, 3.89], [1.49, -3.71, 4.91], [2.24, -4.90, 4.91], [3.11, -5.17, 3.90], [3.25, -4.26, 2.82], [4.16, -4.47, 1.76], [4.27, -3.55, 0.75], [3.44, -2.42, 0.78], [2.57, -2.21, 1.75], [2.47, -3.09, 2.81], [1.12, -0.98, 4.66], [-0.13, -1.73, 3.92], [0.83, -3.50, 5.75], [2.13, -5.59, 5.74], [3.71, -6.07, 3.90], [4.78, -5.36, 1.76], [4.96, -3.67, -0.06], [3.48, -1.69, -0.02], [1.26, 3.51, -4.48], [0.87, 2.07, -4.18], [1.61, 1.47, -2.99], [1.16, 2.02, -1.64], [-0.22, 1.62, -1.31], [-0.60, 0.38, -0.92], [0.53, -1.02, -0.54], [-1.96, 0.34, -0.85], [-2.80, -0.84, -0.60], [-3.51, -1.29, -1.88], [-2.57, -1.83, -2.96], [-1.83, -3.10, -2.54], [-2.44, 1.57, -1.19], [-3.76, 2.07, -1.25], [-3.89, 3.38, -1.62], [-2.77, 4.20, -1.93], [-1.49, 3.73, -1.87], [-1.33, 2.39, -1.48], [0.77, 3.87, -5.38], [2.34, 3.59, -4.63], [1.00, 4.20, -3.67], [1.07, 1.45, -5.05], [-0.21, 1.99, -4.02], [2.68, 1.69, -3.07], [1.52, 0.38, -2.98], [1.17, 3.11, -1.64], [1.80, 1.68, -0.82], [-3.51, -0.56, 0.18], [-2.15, -1.62, -0.21], [-4.09, -0.45, -2.28], [-4.24, -2.05, -1.60], [-1.87, -1.05, -3.28], [-3.18, -2.06, -3.84], [-1.04, -2.91, -1.81], [-1.36, -3.57, -3.41], [-2.51, -3.82, -2.10], [-4.61, 1.45, -1.01], [-4.88, 3.81, -1.68], [-2.96, 5.22, -2.23], [-0.65, 4.36, -2.11], [-1.94, 2.70, 2.58], [-0.55, 2.94, 2.99], [0.45, 2.12, 2.72], [1.66, 2.34, 3.26], [0.23, 1.13, 1.93], [-2.45, 3.66, 2.55], [-2.45, 2.05, 3.28], [-1.95, 2.26, 1.59], [-0.38, 3.71, 3.62], [1.83, 3.15, 3.84], [2.47, 1.89, 2.88]], "lowdin_charge": [1.0120, 0.0447, -0.2284, 0.0307, -0.0065, 0.0288, -0.1171, 0.0704, 0.0091, -0.1022, -0.0888, -0.1487, 0.1219, 0.1254, 0.1387, 0.1345, 0.1415, 0.1488, 0.1353, 0.1069, -0.0836, -0.2415, -0.1811, -0.1229, 0.0088, -0.5982, 0.9923, 0.0111, -0.1130, -0.1671, -0.2378, -0.0955, -0.1381, 0.0235, -0.0116, -0.0101, 0.0274, -0.1318, 0.0887, 0.0888, 0.0547, 0.1204, 0.1020, 0.1309, 0.0866, 0.1258, 0.1028, 0.1381, 0.0867, 0.1095, 0.1350, 0.1033, 0.1235, 0.0014, 0.0873, 0.0918, 0.1284, 0.1305, 0.1306, 0.1143, -0.0042, 0.0708, -0.5416, 0.2069, -0.1968, 0.1074, 0.1037, 0.0694, 0.1677, 0.1388, 0.1088], "lumo_energy_ha": [-0.4262, -0.4257], "e_tot_ev": -107549.6265, "gap_ev": [5.33, 5.35], "charge": 3, "e_above_lowest_kcal_mol": 12.4, "e_homo_ev": [-16.930, -16.933]}



# 3
{"formula": "C46H120N8O15", "method": "ωB97M-V/def2-TZVPD", "symbols": ["C", "C", "C", "O", "C", "N", "H", "H", "H", "H", "H", "H", "H", "H", "H", "H", "H", "C", "C", "C", "O", "C", "N", "H", "H", "H", "H", "H", "H", "H", "H", "H", "H", "H", "C", "C", "C", "O", "C", "N", "H", "H", "H", "H", "H", "H", "H", "H", "H", "H", "H", "C", "O", "C", "C", "N", "C", "C", "O", "C", "H", "H", "H", "H", "H", "H", "H", "H", "H", "H", "H", "H", "H", "H", "H", "C", "O", "C", "C", "N", "C", "C", "O", "C", "H", "H", "H", "H", "H", "H", "H", "H", "H", "H", "H", "H", "H", "H", "H", "C", "O", "C", "C", "N", "C", "C", "O", "C", "H", "H", "H", "H", "H", "H", "H", "H", "H", "H", "H", "H", "H", "H", "H", "C", "O", "C", "C", "N", "C", "C", "O", "C", "H", "H", "H", "H", "H", "H", "H", "H", "H", "H", "H", "H", "H", "H", "H", "C", "O", "C", "C", "N", "C", "C", "O", "C", "H", "H", "H", "H", "H", "H", "H", "H", "H", "H", "H", "H", "H", "H", "H", "C", "C", "O", "H", "H", "H", "H", "H", "H", "C", "C", "O", "H", "H", "H", "H", "H", "H"], "coordinates": [[2.63, 6.15, -5.06], [2.90, 5.58, -3.68], [1.93, 4.39, -3.46], [0.58, 4.87, -3.34], [-0.29, 3.85, -2.90], [4.32, 5.16, -3.64], [3.25, 7.02, -5.30], [1.59, 6.40, -5.25], [2.88, 5.38, -5.80], [2.85, 6.34, -2.91], [2.32, 3.99, -2.52], [1.98, 3.63, -4.24], [-0.11, 2.91, -3.43], [-1.29, 4.30, -2.94], [-0.03, 3.69, -1.86], [4.58, 4.53, -4.39], [4.50, 4.70, -2.76], [-0.01, -4.52, 2.34], [0.64, -3.68, 3.46], [2.17, -3.57, 3.16], [2.87, -4.72, 3.62], [3.31, -4.60, 4.91], [-0.05, -2.41, 3.45], [-1.07, -4.76, 2.44], [0.36, -5.55, 2.31], [0.10, -3.93, 1.43], [0.46, -4.28, 4.35], [2.60, -2.66, 3.58], [2.38, -3.38, 2.11], [4.21, -4.00, 4.97], [3.71, -5.54, 5.30], [2.63, -4.23, 5.68], [0.35, -1.96, 4.27], [-0.99, -2.67, 3.69], [5.06, -0.72, -1.09], [5.16, -0.27, 0.35], [6.66, -0.04, 0.88], [6.75, 0.29, 2.30], [8.03, 0.69, 2.72], [4.32, 0.92, 0.43], [5.61, -1.67, -1.11], [5.54, 0.00, -1.75], [4.06, -0.87, -1.48], [4.71, -0.96, 1.07], [7.12, 0.65, 0.17], [7.30, -0.87, 0.57], [8.87, 0.05, 2.44], [8.15, 0.76, 3.80], [8.17, 1.66, 2.26], [4.48, 1.32, 1.34], [3.34, 0.66, 0.38], [-6.02, -4.33, -10.90], [-4.94, -4.03, -10.10], [-3.72, -3.67, -10.84], [-2.58, -3.45, -9.85], [-2.63, -2.17, -9.13], [-1.65, -2.14, -8.00], [-1.30, -0.71, -7.54], [-0.49, -0.71, -6.36], [-0.02, 0.50, -5.90], [-6.96, -4.36, -10.35], [-5.91, -5.33, -11.34], [-6.17, -3.54, -11.63], [-3.91, -2.79, -11.46], [-3.53, -4.48, -11.55], [-1.62, -3.50, -10.37], [-2.52, -4.29, -9.15], [-3.53, -1.90, -8.76], [-0.75, -2.66, -8.34], [-2.01, -2.74, -7.17], [-2.19, -0.09, -7.41], [-0.70, -0.33, -8.38], [-0.65, 1.37, -6.09], [0.97, 0.68, -6.31], [-0.03, 0.35, -4.82], [-3.13, 3.09, -5.56], [-2.79, 1.96, -4.84], [-3.71, 0.82, -4.92], [-3.20, -0.40, -4.17], [-2.62, -0.01, -2.92], [-3.60, 0.17, -1.82], [-2.96, 0.71, -0.51], [-2.50, 1.99, -0.89], [-2.27, 2.87, 0.19], [-3.89, 3.70, -5.07], [-3.32, 2.94, -6.62], [-2.26, 3.75, -5.62], [-3.99, 0.64, -5.95], [-4.61, 1.16, -4.40], [-2.46, -0.84, -4.85], [-3.95, -1.19, -4.06], [-2.31, 0.94, -3.06], [-4.15, -0.75, -1.62], [-4.39, 0.83, -2.17], [-2.20, 0.04, -0.11], [-3.79, 0.76, 0.19], [-3.18, 3.01, 0.76], [-1.87, 3.81, -0.18], [-1.67, 2.45, 1.00], [-5.81, -2.46, 7.30], [-4.59, -2.81, 6.71], [-4.78, -3.87, 5.78], [-3.45, -3.91, 4.96], [-3.02, -2.73, 4.23], [-3.94, -2.48, 3.09], [-3.58, -1.26, 2.20], [-3.51, 0.01, 2.84], [-2.21, 0.29, 3.29], [-6.60, -2.15, 6.61], [-5.48, -1.69, 8.00], [-6.12, -3.36, 7.83], [-5.63, -3.86, 5.10], [-4.85, -4.85, 6.25], [-3.49, -4.68, 4.19], [-2.64, -4.16, 5.65], [-3.13, -1.96, 4.88], [-4.98, -2.44, 3.43], [-3.91, -3.34, 2.41], [-4.30, -1.09, 1.40], [-2.64, -1.55, 1.72], [-1.46, 0.39, 2.51], [-1.87, -0.52, 3.94], [-2.16, 1.22, 3.85], [0.08, 4.12, 3.56], [1.28, 3.42, 3.30], [1.46, 2.78, 2.00], [1.37, 3.62, 0.70], [2.39, 4.69, 0.80], [2.01, 5.80, -0.07], [3.13, 6.82, -0.12], [3.26, 7.64, 1.04], [4.21, 8.75, 0.93], [-0.81, 3.50, 3.48], [-0.02, 4.87, 2.77], [-0.02, 4.61, 4.53], [0.72, 1.98, 1.92], [2.40, 2.24, 2.04], [0.39, 4.10, 0.66], [1.44, 2.98, -0.18], [2.50, 5.04, 1.75], [1.17, 6.34, 0.36], [1.80, 5.40, -1.06], [2.95, 7.46, -0.98], [4.07, 6.30, -0.30], [5.23, 8.41, 0.78], [4.28, 9.41, 1.79], [3.89, 9.32, 0.05], [-0.51, -4.22, 9.10], [-0.49, -2.88, 8.58], [-0.97, -2.72, 7.25], [-0.78, -1.26, 6.76], [0.55, -1.14, 6.07], [0.78, 0.25, 5.66], [2.08, 0.22, 4.78], [3.14, -0.24, 5.64], [4.33, -0.35, 4.81], [0.10, -4.34, 10.00], [0.08, -4.74, 8.34], [-1.46, -4.75, 9.18], [-2.06, -2.76, 7.36], [-0.59, -3.45, 6.54], [-0.81, -0.45, 7.49], [-1.55, -1.11, 6.01], [1.24, -1.49, 6.71], [0.87, 1.00, 6.44], [-0.04, 0.65, 5.06], [2.29, 1.22, 4.41], [1.88, -0.40, 3.91], [5.16, -0.82, 5.34], [4.76, 0.64, 4.70], [4.15, -0.83, 3.85], [0.78, 0.11, -1.03], [0.71, -0.97, 0.08], [0.83, -0.50, 1.37], [0.65, -0.30, -2.03], [1.77, 0.56, -1.08], [0.05, 0.90, -0.87], [1.49, -1.72, -0.08], [-0.25, -1.50, 0.06], [0.55, -1.18, 1.98], [-0.44, -4.74, -2.58], [-1.18, -3.40, -2.22], [-0.68, -2.31, -2.96], [-0.43, -5.13, -3.60], [-0.79, -5.50, -1.89], [0.62, -4.62, -2.36], [-1.22, -3.23, -1.14], [-2.24, -3.40, -2.50], [-1.32, -1.59, -3.00]], "mulliken_spin": [0.0081, -0.0095, 0.0011, -0.0338, -0.0048, 0.0012, -0.0012, -0.0004, 0.0006, 0.0011, -0.0003, 0.0064, 0.0149, 0.0074, 0.0183, -0.0004, -0.0002, 0.0683, -0.0365, -0.0296, -0.0229, 0.0214, 0.1964, -0.0600, -0.0347, 0.0617, 0.0660, 0.0150, -0.0057, 0.0006, -0.0052, 0.0040, -0.0082, 0.0255, 0.0000, -0.0041, 0.0049, -0.0020, 0.0020, -0.0006, 0.0009, 0.0003, -0.0007, -0.0007, 0.0002, 0.0001, 0.0000, 0.0005, -0.0003, -0.0003, -0.0013, 0.0481, -0.0402, 0.0196, 0.0010, -0.0307, -0.0060, -0.0126, -0.0099, -0.0313, 0.0004, -0.0051, -0.0013, -0.0021, 0.0057, 0.0024, 0.0022, 0.0051, -0.0067, 0.0191, 0.0335, 0.0016, 0.0213, -0.0110, 0.0070, 0.1885, -0.2223, 0.3840, 0.0642, -0.4985, 0.8135, -1.0419, 0.0076, 0.0908, -0.0441, -0.0041, 0.0195, -0.0759, 0.0456, 0.0827, -0.3034, 0.0257, 0.0012, 0.1823, 0.1919, 0.1869, 0.0342, 0.0008, -0.0287, 0.6507, -0.7972, 0.7339, 0.0874, -1.1093, 1.0450, -0.6348, -0.2964, 0.2651, -0.1414, 0.0568, -0.0096, 0.0000, 0.0931, -0.2117, 0.0527, 0.1381, 0.1546, 0.0164, -0.0543, 0.2958, -0.0101, 0.1382, 0.0539, 0.0589, -0.0206, -0.0270, -0.0302, 0.0111, 0.0024, 0.0019, -0.0029, 0.0004, -0.0003, 0.0027, -0.0078, -0.0098, 0.0005, 0.0069, -0.0030, 0.0000, 0.0103, -0.0056, 0.0016, 0.0000, 0.0001, -0.0002, -0.0002, 0.1206, -0.0320, -0.0700, -0.0624, 0.0037, -0.0119, -0.0034, -0.0006, 0.0021, -0.0155, -0.0069, 0.0047, -0.0219, 0.0174, -0.0181, 0.0315, 0.0028, 0.0080, 0.0189, -0.0022, 0.0011, -0.0004, 0.0007, -0.0015, 0.0031, 0.0586, -0.1394, -0.0038, 0.0049, 0.0079, 0.0200, -0.0081, 0.0157, 0.0478, 0.3144, -0.0946, -0.0183, -0.0388, 0.0111, -0.0108, -0.0466, 0.0321], "lumo_energy_ha": [0.0787, 0.0778], "e_tot_ev": -92268.8977, "gap_ev": [1.41, 9.04], "charge": -1, "e_above_lowest_kcal_mol": 13.9, "spin_multiplicity": 2, "e_homo_ev": [0.731, -6.928]}